Computed, not measured: a molecular structure, C32H39IrN9OS3 in a non-equilibrium geometry, with ωB97M-V/def2-TZVPD.

Results
- Orbital gap (spin up / spin down): 4.38 / 4.18 eV
- 2S+1: 2
- Highest occupied orbital energy (spin up / spin down): -12.27 / -12.29 eV
- Charge: +2

Geometry as XYZ:
```
85
Properties=species:S:1:pos:R:3:forces:R:3
Ir 0.2074 0.2596 0.5774 0.0270 0.3550 -1.7014
C 0.3538 2.0201 -3.6340 0.2798 -0.3259 -0.0644
C -0.1997 1.6324 -2.2983 -0.3073 -0.2177 -0.0032
N 0.2807 0.5940 -1.6635 -0.1690 -0.0938 3.0505
N 1.1702 -0.1910 -2.2834 0.9802 -1.1573 -0.9562
C 1.1696 -1.4508 -2.0092 0.0727 1.0887 -0.3157
S 0.0599 -2.2082 -0.9025 -0.4415 0.9277 0.9499
S 2.2174 -2.5714 -2.8120 0.1738 -0.3496 -0.1143
C 3.5524 -1.5084 -3.5041 -0.3066 -0.1197 0.1697
C 4.6731 -1.4958 -2.5160 0.0486 0.0466 0.0411
C 5.5075 -2.6043 -2.4091 0.0371 0.1559 0.0417
C 6.5249 -2.6246 -1.4723 -0.0393 -0.0509 -0.0292
C 6.7148 -1.5370 -0.6337 0.0336 0.0223 0.1083
C 5.8785 -0.4364 -0.7265 -0.0015 0.0099 0.1013
C 4.8525 -0.4183 -1.6569 0.0875 -0.0184 -0.1582
C -1.3463 2.3279 -1.7817 -0.6156 -0.2829 0.9756
C -1.8065 3.4940 -2.4178 -0.2594 0.2272 0.0448
C -2.9994 4.0929 -2.0866 0.1418 0.0164 -0.1143
C -3.8209 3.5170 -1.1087 0.3096 0.1455 -0.1993
C -3.4014 2.4096 -0.4307 0.5584 -0.6228 0.1141
C -2.1478 1.7806 -0.7020 -0.1531 1.9236 -1.4647
O -1.8317 0.7647 -0.0016 1.5619 -1.7339 1.9155
H 1.1915 1.3783 -3.8914 -0.0781 0.1161 -0.0682
H 0.6995 3.0510 -3.6021 -0.0377 0.0983 0.0365
H -0.4081 1.9393 -4.4071 -0.0445 0.0187 0.0039
H 3.1314 -0.5230 -3.6840 0.0246 -0.0344 -0.1143
H 3.8396 -1.9811 -4.4418 -0.0800 0.0486 -0.0243
H 5.3595 -3.4464 -3.0680 0.0136 -0.1341 -0.1010
H 7.1708 -3.4854 -1.4002 0.1038 -0.0790 -0.0067
H 7.5194 -1.5447 0.0856 0.0857 0.0042 0.0607
H 6.0302 0.4141 -0.0789 0.0426 0.0929 0.0604
H 4.2042 0.4437 -1.7323 -0.0695 0.1078 -0.0573
H -1.2052 3.9431 -3.1920 0.0266 0.0329 -0.1053
H -3.3129 4.9932 -2.5901 -0.0147 0.0552 -0.1056
H -4.7787 3.9575 -0.8827 -0.1300 0.0695 0.0553
H -4.0052 1.9584 0.3414 -0.0959 -0.0649 0.0795
C -0.2860 -4.8003 3.1653 0.0793 0.2075 0.0853
C -1.1355 -3.5525 2.9689 -0.2061 -0.4113 0.2979
N -0.3758 -2.5381 2.2641 -0.0563 0.0032 -0.4486
C 0.9413 -2.6042 1.9928 -0.6057 0.2197 0.1925
N 1.4198 -1.6798 1.1635 -0.2471 1.3246 -0.1167
C 2.8318 -1.6945 0.8748 0.5102 -0.1319 -0.4849
C 3.3642 -3.1207 0.8689 -0.1646 0.1442 0.1684
C 3.0929 -3.7196 2.2406 0.5794 0.0356 -0.3048
N 1.6969 -3.5319 2.5927 -0.1181 0.3310 -0.3755
C 1.1028 -4.3659 3.6225 -0.4344 -0.1938 0.2395
H -0.1940 -5.3483 2.2265 -0.0165 -0.0404 0.0069
H -0.7461 -5.4544 3.9033 -0.0155 0.0044 -0.0105
H -1.4407 -3.1543 3.9444 -0.0373 -0.0719 -0.0932
H -2.0342 -3.7839 2.3938 0.0398 0.0395 0.0805
H -0.8844 -1.8974 1.6612 0.1220 -0.1420 0.1957
H 3.3555 -1.1069 1.6388 -0.0113 0.1001 -0.0942
H 3.0015 -1.2036 -0.0870 0.0195 -0.0516 0.0988
H 4.4308 -3.1272 0.6540 0.0334 0.0059 -0.0277
H 2.8461 -3.6926 0.0970 0.0494 -0.0310 -0.0417
H 3.7336 -3.2506 2.9979 -0.0511 -0.0941 -0.0414
H 3.3070 -4.7909 2.2313 -0.0803 0.0711 0.0798
H 1.0431 -3.7992 4.5596 0.0204 -0.1234 0.0003
H 1.7432 -5.2317 3.7876 0.0497 0.1244 -0.0616
C -1.0872 -0.1924 6.0905 -0.1039 -0.1054 0.0532
C -0.1869 0.1845 4.9772 0.2796 0.0990 -0.1682
C 1.1112 0.6530 4.9732 -0.3498 -0.0555 -0.1843
C 1.4662 0.7994 3.6253 0.0502 -0.0995 -0.1558
N 0.4475 0.4354 2.8539 -0.6953 -0.5657 -1.6230
N -0.5437 0.0664 3.6828 -0.2004 0.0477 0.3374
C 2.7606 1.2714 3.0760 0.0080 -0.0979 -0.1494
H -0.7652 0.2822 7.0125 -0.0250 0.0245 0.0362
H -1.0745 -1.2713 6.2459 -0.0057 -0.0371 0.0452
H -2.1130 0.1004 5.8805 -0.1212 0.0423 0.0604
H 1.7258 0.8675 5.8221 0.1217 0.0492 0.2207
H -1.4433 -0.2097 3.3215 0.1265 0.1102 -0.0658
H 3.5712 0.6302 3.4181 0.0774 -0.0058 0.0049
H 2.9696 2.2811 3.4199 0.0496 0.1019 -0.0218
H 2.7288 1.2722 1.9884 0.1224 0.0338 -0.0051
S 0.8391 2.8984 0.5460 0.1928 -1.5683 -0.3026
C -0.2997 3.5386 1.5927 -0.2368 0.4272 0.1708
N -0.4457 4.9051 1.6407 0.0654 -0.5035 0.0208
C -1.2909 5.4939 2.5058 -0.2924 -0.1238 0.3552
C -2.0231 4.7125 3.3579 0.0934 -0.0549 -0.1245
C -1.8670 3.3183 3.2362 -0.0664 0.7100 0.0211
N -1.0476 2.7640 2.3818 -0.0548 -0.1389 -0.0902
H 0.1264 5.4597 1.0126 -0.1099 -0.0089 0.0411
H -1.3521 6.5725 2.4884 0.0613 0.0134 -0.0425
H -2.6916 5.1469 4.0796 -0.0904 0.0852 0.0316
H -2.4318 2.6382 3.8604 -0.1204 0.0229 0.0849
```
Positions in Å, forces in eV/Å.